{
  "formula": "C38H106N8O11",
  "method": "ωB97M-V with the def2-TZVPD basis set",
  "largest_force_ev_per_a": 2.370,
  "orbital_gap_ev": 8.65,
  "de_lowest_ev": 3.620,
  "total_charge": 0,
  "homo_energy_ev": -8.305,
  "symbols": ["H", "C", "H", "H", "C", "O", "N", "H", "C", "H", "O", "N", "H", "N", "H", "H", "O", "H", "O", "H", "H", "H", "H", "H", "H", "H", "C", "C", "H", "H", "H", "C", "H", "H", "H", "H", "C", "H", "C", "C", "H", "C", "H", "H", "H", "O", "H", "H", "H", "C", "H", "C", "C", "H", "H", "C", "C", "C", "H", "H", "H", "C", "H", "H", "H", "H", "H", "H", "H", "H", "H", "H", "H", "H", "H", "H", "C", "H", "C", "O", "H", "O", "H", "H", "H", "C", "C", "H", "C", "H", "H", "H", "C", "H", "C", "H", "H", "C", "N", "H", "H", "H", "N", "C", "H", "H", "C", "H", "H", "O", "H", "H", "O", "H", "H", "H", "H", "H", "H", "H", "H", "O", "H", "H", "H", "N", "C", "H", "H", "O", "H", "H", "H", "N", "H", "H", "H", "H", "C", "C", "C", "H", "H", "H", "H", "H", "C", "H", "H", "C", "H", "C", "C", "H", "H", "H", "C", "H", "N", "C", "C", "H", "H"],
  "coordinates": [[4.0706, 0.0601, -1.8669], [-1.0391, 5.0072, 2.9247], [-2.1366, 4.4253, -3.9172], [2.3303, -4.7103, 2.7572], [-1.3785, 4.3617, -3.1366], [-4.0993, -4.4072, 1.5856], [-2.7220, -7.6196, 0.2803], [2.5275, 6.0859, -3.9483], [0.2825, -1.1338, 5.5226], [2.2070, 3.9963, -4.9131], [-4.2405, 4.6248, -2.4719], [0.1631, -6.8002, -3.1580], [6.1600, 2.5547, -0.2688], [3.6202, 4.3873, 6.4712], [1.3557, -0.1689, -5.5146], [-3.1534, 2.5016, 5.1410], [-1.6516, 4.3274, 3.9546], [-4.8053, -5.3161, -1.1218], [-3.0239, -5.3285, -3.9991], [0.1437, -2.2060, 5.6610], [-1.5838, 0.3746, -4.6897], [-1.3641, 4.7719, 1.9112], [-1.2146, 3.0662, 6.3116], [-4.5698, -0.5071, -1.6483], [2.3845, 1.2561, 5.8151], [5.3502, 2.4875, -2.6352], [-1.9884, 4.8724, -1.8252], [4.5258, 0.5684, -1.0169], [-1.2204, -4.9376, -4.7841], [1.2465, -0.2438, -1.0740], [-4.4686, -6.3864, 2.0814], [1.7898, -1.6073, 3.4787], [0.5887, -6.4871, -4.0187], [-3.5069, -2.7544, -2.1580], [0.6889, -2.5750, -0.8602], [-0.8727, 2.6246, 3.1431], [5.9988, 0.8869, -1.3917], [4.5482, -0.1354, -0.1849], [-3.8686, -5.0434, -5.1505], [-0.8716, -4.8142, -2.1933], [4.0798, 5.0797, 5.8971], [-2.2441, 2.0782, 4.7145], [3.1661, -3.3872, 2.1381], [3.8736, 1.4172, -0.8118], [0.4368, 1.3253, -5.5388], [5.4396, 0.8809, -3.7392], [-4.1047, -6.7533, -1.8127], [3.6732, 4.2525, -4.0974], [6.5511, -0.8722, -3.4360], [2.6023, 3.6948, 4.4194], [1.0304, -0.8723, 6.2711], [6.0121, 1.6270, -2.7328], [2.9767, 4.8886, 2.4013], [0.6321, 2.9471, 0.9299], [-3.2647, 3.1146, -1.3903], [6.2826, -0.1960, -4.2476], [-4.4065, -6.2985, -0.8692], [-0.7250, -0.2967, -4.6976], [-2.4442, -5.6230, -0.1019], [-1.9243, -7.6380, 0.8995], [4.3897, 4.1870, 7.0940], [-3.4908, -0.6614, -1.6437], [-1.8130, -4.2781, -2.0728], [3.1531, 2.2651, -3.0449], [6.9636, 2.0729, -3.0226], [6.6820, 0.0390, -1.4403], [-0.4407, -0.9404, 2.3263], [0.0147, 4.7367, 2.8585], [2.4280, 3.3650, -1.8762], [0.5420, 1.4327, 1.8265], [-0.2661, 1.8219, 5.5218], [-1.4886, 0.9343, 0.8748], [-0.4948, -0.4641, -1.3667], [-3.9213, -5.8137, -5.9198], [-3.6273, 4.4448, -0.4480], [1.4893, 2.4077, -3.1317], [-3.1052, -1.8377, -2.5897], [-0.6012, -5.0572, -1.1658], [-3.6996, -5.7915, 1.5885], [-0.0891, -0.1253, -6.9260], [-0.6539, -0.6395, 5.7813], [3.3671, 4.6883, 3.7380], [-0.5652, 5.0244, -3.4324], [-0.0275, -7.7769, -3.3308], [-2.1371, -3.6778, 1.5915], [-1.8219, 2.9480, 3.5705], [0.3500, -2.4382, 0.1667], [4.3634, 2.7947, 5.2981], [-3.3231, 4.2005, -1.4657], [-6.1519, 4.5144, -3.1595], [-0.2745, -0.3164, -3.7052], [-2.9455, 0.2308, -1.9515], [3.4117, 3.1905, 5.6525], [-0.8384, 0.4262, -7.1627], [0.2511, -0.1348, -0.6434], [0.8709, 0.2910, 3.9590], [1.5936, 4.0377, 4.6494], [2.6689, -3.7166, 3.0504], [6.6507, 1.6746, -0.3376], [7.6196, 1.8770, -0.5386], [-3.8802, -0.5800, 0.2218], [-0.0383, 4.6556, -1.3076], [-1.3992, 1.5010, 0.0435], [0.3607, 0.2465, -5.6745], [-1.5110, 1.4112, 6.6815], [-2.5224, 2.9562, 2.7354], [0.8073, 1.8732, 0.8655], [3.2290, 4.0753, 1.7209], [-0.7239, -1.9669, 3.4590], [-3.1578, -0.9180, -0.3126], [2.1711, -1.2686, 2.5153], [-5.9824, 4.0765, -1.5052], [0.2934, -1.0435, 0.5120], [3.1518, 1.8641, 7.3718], [0.2486, 1.8865, -1.1427], [-0.9880, -1.3364, -4.8919], [-2.8332, -5.9660, 2.2265], [-5.1682, -6.9449, -0.4333], [3.5002, 5.7773, 2.0488], [7.1222, 0.3206, -4.7128], [-4.8946, -4.8900, -4.8160], [2.1091, 5.3628, -3.4753], [3.4862, -3.7355, 3.7714], [-0.6607, -2.8322, 0.2729], [1.8601, 1.7545, 0.6095], [-0.5679, -0.9777, 3.3275], [-1.0477, -6.1035, -2.9585], [1.7107, 2.4827, 6.7957], [-2.8953, 0.2235, 5.0859], [1.5235, -2.9780, 3.5182], [5.6819, -0.7493, -4.9694], [-1.0133, 3.3347, -3.1431], [-2.3936, -8.0014, -0.5952], [-2.5733, 0.7087, 4.2606], [-1.7894, 0.2161, 3.8570], [-1.7883, -6.7118, -4.9138], [-3.5432, -4.0684, -5.5131], [-0.9188, 3.6431, -0.5162], [-1.7247, -5.7919, -4.3325], [2.6674, 2.1123, 6.4275], [-3.1187, -3.5366, 2.0438], [-1.6464, -6.7473, -2.3141], [-5.4363, 2.9116, -2.7317], [-3.4510, -2.4991, 2.0072], [1.8963, 4.9755, 2.2855], [1.0326, -3.0108, 0.7946], [-3.2847, -6.2576, 0.1791], [-2.9075, -3.6753, 3.1041], [-2.0248, -1.9820, -2.5897], [0.6363, -0.7698, 4.0472], [-2.1183, 5.9523, -1.8964], [0.0185, 1.3015, -0.2523], [-1.2721, 2.0788, 5.8536], [-0.1543, -4.1367, -2.6565], [-3.4986, -1.8686, -3.6058], [-1.2134, 6.0747, 3.0595], [2.3693, 3.0095, -2.9049], [-1.8956, 1.0049, -0.6828], [-0.9164, 4.6092, -0.8107], [-5.5000, 3.9695, -2.4768], [2.6043, 4.1506, -3.9098], [2.6455, -1.3654, 4.1090], [2.4494, 2.8305, 3.7731]]
}